No. 1
A 2-piece molecular cluster, C4H8Si overall. Source: the Open Molecules 2025 dataset; level of theory: ωB97M-V with the def2-TZVPD basis set.

- charge = 0
- orbital gap (Ha) = 0.2758
- HOMO energy (eV) = -7.80
- E (Ha) = -446.4617
- LUMO level (eV) = -0.3

Positions of all 13 atoms, in Å:
C  -2.184450  -0.161038  0.011266
C  -1.010896  0.144945  0.895636
C  -0.823079  -0.470729  -0.525313
C  -0.166923  0.774427  -0.072496
Si  2.639451  0.091359  -0.211280
H  -2.883217  -1.021959  0.312205
H  -2.554497  0.821911  -0.433147
H  -0.790942  -0.540429  1.695969
H  -0.338401  -1.313606  -0.854628
H  -0.497276  1.779429  -0.458689
H  2.785866  0.603924  1.151508
H  3.475425  0.677117  -1.265318
H  2.348939  -1.385345  -0.245713

Cartesian forces, eV/Å:
-0.74 0.53 -0.75
-0.05 -2.70 0.74
-1.39 2.61 0.93
2.59 1.22 -1.86
-3.61 0.25 0.68
0.95 1.60 -0.58
-0.53 -1.63 0.53
0.29 0.48 0.51
0.68 -1.96 -0.26
0.75 -0.85 0.16
0.61 -0.06 0.05
0.00 -0.05 -0.01
0.45 0.55 -0.14

---

No. 2
A 2-piece molecular cluster, C4H8Si overall. Source: the Open Molecules 2025 dataset; level of theory: ωB97M-V with the def2-TZVPD basis set.

- charge = 0
- orbital gap (Ha) = 0.3577
- HOMO energy (eV) = -8.87
- E (Ha) = -446.5298
- LUMO level (eV) = 0.9

Positions of all 13 atoms, in Å:
C  2.343791  0.921660  0.531064
C  1.177297  0.660877  0.714220
C  -0.118956  -1.661086  -0.189905
C  -0.144099  0.262335  0.676524
Si  -1.341128  1.073497  -0.503973
H  3.394345  1.000692  0.769787
H  0.436759  -2.351799  0.381113
H  0.434617  -1.515911  -1.076766
H  -1.122221  -1.926177  -0.397783
H  -0.519724  0.030618  1.592223
H  -0.412547  1.054161  -1.628501
H  -1.778137  2.360490  -0.009496
H  -2.350002  0.090643  -0.858506

Cartesian forces, eV/Å:
0.46 -0.10 1.08
2.03 0.44 -0.79
0.13 3.47 1.02
-1.02 -3.47 -3.04
1.40 -0.91 -0.18
-0.49 0.18 -0.53
0.31 -0.48 1.29
0.45 0.58 -1.08
-0.94 -0.24 0.09
-1.12 -0.66 2.73
-0.11 0.66 -0.69
-0.36 0.52 -0.03
-0.73 0.02 0.14

---

Q: What is the formula in the second record?
A: C4H8Si